Entry from the OMol25 dataset: a cluster of 7 separate species, C30H81N15O4P4 in total (ωB97M-V/def2-TZVPD).

Geometry as XYZ:
```
134
Properties=species:S:1:pos:R:3:forces:R:3:lowdin_spin:R:1
O -7.053006 -1.341281 1.062271 2.219 0.327 0.386 0.00
P -5.617526 -1.060041 1.426621 0.690 -1.577 1.511 0.00
N -4.889696 0.310559 0.722571 1.165 -1.348 0.629 0.00
C -4.576256 0.327769 -0.726859 -0.792 0.383 0.977 0.00
C -4.793076 1.597249 1.450361 -0.126 -0.551 -0.822 0.00
N -4.499376 -2.442441 1.200221 -2.372 2.591 0.189 0.00
C -3.077766 -2.195261 1.099961 -1.017 -0.738 -0.667 0.00
C -4.979016 -3.828131 1.286011 0.650 1.349 0.470 0.00
N -5.417696 -0.788501 3.119671 0.165 1.123 -0.634 0.00
C -4.184016 -1.104401 3.831311 0.234 0.116 -1.460 0.00
C -6.583916 -0.711821 3.946811 -1.181 -0.801 -0.639 0.00
H -3.690016 0.913429 -0.971149 0.031 0.398 0.400 0.00
H -5.465466 0.790229 -1.155269 0.235 -0.187 -0.938 0.00
H -4.337636 -0.653721 -1.136539 -0.593 -0.195 0.225 0.00
H -3.904046 2.158939 1.163601 0.282 -0.227 -0.287 0.00
H -4.709706 1.446109 2.526601 -0.452 -0.081 -0.185 0.00
H -5.644146 2.204279 1.141641 -0.182 0.267 0.493 0.00
H -2.535006 -2.638991 1.934601 0.276 0.286 0.042 0.00
H -2.793296 -2.708251 0.181251 0.840 0.095 -0.164 0.00
H -2.968956 -1.115901 0.993891 0.532 -0.136 0.175 0.00
H -4.483136 -4.344941 2.107661 0.384 -0.103 0.126 0.00
H -6.024776 -3.811401 1.592951 -0.139 -0.212 -0.819 0.00
H -4.693476 -4.312101 0.352021 -0.655 -0.460 -0.065 0.00
H -4.110976 -0.744111 4.857451 -0.786 -0.271 0.081 0.00
H -4.052146 -2.180041 3.714191 0.656 -0.089 0.606 0.00
H -3.374286 -0.547381 3.359981 0.342 -0.399 -0.230 0.00
H -7.333596 -0.164051 3.375821 -0.248 0.204 0.544 0.00
H -6.421696 -0.334171 4.956351 0.246 0.434 -0.282 0.00
H -6.981616 -1.720441 4.059161 -0.400 -0.196 0.346 0.00
O -0.130156 -3.340941 1.024761 0.764 1.295 -0.847 0.00
P 0.507214 -4.657651 1.054111 0.215 -3.135 0.577 0.00
N 1.205184 -4.932861 2.550041 -0.844 -1.417 1.110 0.00
C 1.749864 -3.835181 3.365101 0.279 -0.206 -0.507 0.00
C 1.758094 -6.293381 2.892611 0.090 0.644 -1.059 0.00
N 1.793404 -5.097541 -0.039909 -2.164 0.461 -0.118 0.00
C 2.632864 -4.086631 -0.652389 -0.716 0.867 0.659 0.00
C 2.346104 -6.423601 -0.211349 0.197 -0.555 0.943 0.00
N -0.662296 -5.899991 0.871061 1.678 0.072 1.138 0.00
C -1.248206 -6.186331 -0.432979 -0.267 -0.355 1.068 0.00
C -1.449966 -6.485801 2.005431 0.690 -0.147 -0.885 0.00
H 1.182334 -2.904641 3.374311 -0.271 -0.205 -0.745 0.00
H 2.744564 -3.665691 2.952851 0.335 0.540 0.548 0.00
H 1.802774 -4.062551 4.429811 0.169 -0.622 -0.093 0.00
H 1.740384 -6.495601 3.963551 -0.046 0.221 -0.095 0.00
H 2.750144 -6.471821 2.477771 0.723 0.722 0.547 0.00
H 1.299914 -7.120291 2.350051 -1.106 0.332 0.301 0.00
H 3.350144 -3.734591 0.089011 0.777 -0.126 -0.243 0.00
H 3.087364 -4.444381 -1.576259 0.149 -0.107 0.155 0.00
H 2.057104 -3.190251 -0.882819 -0.255 -0.022 -0.174 0.00
H 2.365674 -6.716691 -1.261019 0.152 -0.032 -0.024 0.00
H 3.332094 -6.476411 0.250331 0.698 0.369 -0.591 0.00
H 1.922584 -7.235191 0.380301 -1.070 0.306 -0.337 0.00
H -0.559056 -6.144011 -1.276409 0.014 0.580 0.162 0.00
H -1.570346 -7.226161 -0.377599 -0.233 -0.089 -0.243 0.00
H -2.133686 -5.553261 -0.489979 -0.118 0.026 -0.912 0.00
H -0.910776 -6.541391 2.951101 0.141 0.477 -0.221 0.00
H -1.639316 -7.522671 1.727691 -0.058 -0.150 -0.036 0.00
H -2.431636 -6.041861 2.170771 0.038 0.448 -0.112 0.00
O 2.485404 5.303409 -2.499019 0.098 1.497 1.767 0.02
P 2.114224 5.966329 -1.211449 -2.363 -1.539 -0.608 -0.01
N 3.431504 6.030459 -0.086589 0.089 1.113 -0.208 0.44
C 3.203914 6.295369 1.356661 0.616 -0.267 -1.715 0.04
C 4.834764 6.354689 -0.558889 -1.934 -0.420 -1.034 0.03
N 0.824114 5.194639 -0.339979 1.815 0.884 0.252 0.00
C 1.127064 3.919899 0.370591 -0.654 -0.117 -0.591 0.00
C -0.561566 5.261809 -0.836019 0.320 0.566 -1.431 0.00
N 1.554654 7.614099 -1.420029 1.063 -1.311 -1.075 0.31
C 0.807264 8.420509 -0.508979 -0.613 0.015 1.304 0.04
C 1.925234 8.278579 -2.679959 0.282 0.031 -0.296 0.03
H 3.766664 5.450709 1.754101 -0.641 -0.151 1.018 0.02
H 2.123934 6.377159 1.479371 0.317 -0.296 0.762 0.00
H 3.766334 7.184949 1.640261 -0.293 0.210 0.057 0.01
H 5.027194 5.718689 -1.422939 0.244 -0.187 0.225 0.01
H 5.585754 6.264649 0.225961 -0.372 0.079 -0.007 0.00
H 4.711014 7.351089 -0.983129 0.672 0.343 0.315 0.02
H 0.176064 3.570439 0.772561 0.046 0.205 0.359 0.00
H 1.400444 3.115089 -0.311789 0.407 0.098 -0.222 0.00
H 1.848194 3.980559 1.185691 0.021 0.246 -0.282 0.00
H -1.326616 5.617209 -0.145739 0.382 -0.250 0.511 0.00
H -0.606256 5.947129 -1.682449 0.107 0.312 -0.005 0.00
H -0.873416 4.335319 -1.318159 0.085 -0.328 0.414 0.00
H -0.060236 8.966909 -0.879109 0.049 -0.243 -1.136 0.01
H 0.340284 7.792879 0.250031 0.540 0.070 0.377 0.00
H 1.424834 9.229359 -0.118509 0.243 -0.170 0.446 0.01
H 2.288674 9.301989 -2.586999 -0.098 0.072 0.728 0.00
H 1.022164 8.347289 -3.286459 -0.032 -0.193 -0.179 0.02
H 2.708154 7.754299 -3.227929 -0.329 -0.381 0.098 0.00
O 1.396614 -0.740051 -1.290399 0.974 0.861 -1.876 0.00
P 1.147724 -0.728371 -2.775109 -1.349 -1.974 -0.979 0.00
N 2.175614 -1.778411 -3.722009 -0.879 -0.102 0.180 0.00
C 3.615224 -1.969201 -3.494379 -0.840 0.071 1.124 0.00
C 1.780084 -2.353321 -5.033099 -0.209 1.065 0.462 0.00
N 1.163354 0.770759 -3.628389 -0.019 -0.367 1.883 0.00
C 2.102124 1.841869 -3.363839 0.561 -0.427 1.439 0.00
C 0.571144 0.819249 -4.894849 -2.013 -0.486 -2.044 0.00
N -0.453836 -1.421271 -3.073619 1.613 1.114 -0.579 0.00
C -1.671776 -0.581111 -2.844169 1.211 -0.875 0.672 0.00
C -0.624746 -2.840411 -2.627459 0.214 0.868 0.204 0.00
H 4.189684 -1.079601 -3.752669 0.225 -0.011 0.052 0.00
H 4.005534 -2.827601 -4.041099 -0.271 0.101 -0.271 0.00
H 3.720004 -2.252221 -2.446989 0.480 0.381 0.164 0.00
H 0.806344 -1.957541 -5.321699 0.014 -0.398 0.013 0.00
H 1.770554 -3.443281 -5.033229 -0.066 -0.077 0.222 0.00
H 2.510134 -2.026271 -5.773489 -0.010 -0.001 -0.202 0.00
H 3.107494 1.436369 -3.250279 0.325 0.177 -0.058 0.00
H 2.133454 2.625029 -4.121319 -0.311 -0.338 -0.072 0.00
H 1.840764 2.300899 -2.410379 0.154 0.303 0.063 0.00
H 0.887654 0.025289 -5.571279 0.213 0.158 -0.190 0.00
H -0.513296 0.733299 -4.826289 -0.217 -0.376 -0.001 0.00
H 0.638804 1.771429 -5.421039 0.737 0.100 0.286 0.00
H -1.891066 -0.627441 -1.777459 -0.533 -0.208 0.132 0.00
H -1.548486 0.486429 -3.026519 0.313 -0.177 -0.501 0.00
H -2.467996 -1.014761 -3.449219 -0.157 0.253 0.146 0.00
H -0.593686 -2.940971 -1.542549 0.038 0.181 0.286 0.00
H 0.170524 -3.475671 -3.017439 -0.091 0.123 -0.234 0.00
H -1.601836 -3.211281 -2.937079 0.062 0.085 -0.334 0.00
C -0.069086 0.161949 0.949551 -0.760 0.146 0.788 0.00
C -0.705376 0.623399 2.187561 -1.839 0.993 3.068 0.00
N -1.214586 0.977119 3.193251 1.638 -0.904 -3.120 0.00
H 0.094184 1.043199 0.329191 0.566 -0.303 -0.071 0.00
H -0.765536 -0.492351 0.425191 0.211 -0.170 0.039 0.00
H 0.798864 -0.410931 1.276001 0.176 0.154 -0.681 0.00
C 0.475954 3.928289 3.787381 -0.417 0.937 1.561 0.00
C 0.797164 4.832579 4.936781 1.127 2.360 2.894 0.00
N 1.054714 5.572339 5.833861 -1.029 -2.946 -3.667 0.00
H -0.612986 3.940069 3.740881 -0.040 -0.052 -0.423 0.00
H 0.738284 2.900899 4.039891 0.340 0.118 -0.332 0.00
H 0.920394 4.356459 2.888911 -0.089 -0.419 0.198 0.00
C 4.278694 0.054599 0.042121 0.459 -0.110 1.305 0.00
C 5.153794 -0.125411 1.251461 -0.297 -1.022 0.002 0.00
N 5.790114 -0.344311 2.193201 -0.580 0.481 -0.971 0.00
H 3.333084 -0.486671 0.073021 0.003 -0.079 0.548 0.00
H 4.758184 -0.349981 -0.849229 0.289 0.690 -0.033 0.00
H 4.041214 1.117579 0.084091 0.043 0.019 -0.907 0.00
```
Forces are in eV/Å.

Calculated values
- Multiplicity: 2
- Net charge: +1
- HOMO (spin up / spin down): -9.2376 / -9.2376 eV
- Orbital gap (spin up / spin down): 0.2461 / 0.0654 Eh
- Maximum force: 4.81 eV Å⁻¹

=====

Entry from the OMol25 dataset: a structure of composition C30H81N5O13 (ωB97M-V/def2-TZVPD).

Geometry as XYZ:
```
129
Properties=species:S:1:pos:R:3:forces:R:3:mulliken_charge:R:1
C 4.860849 4.697468 -3.024090 -0.050 0.767 -0.013 -0.86
O 4.345789 4.937784 -1.705945 0.928 -0.597 -0.697 -0.31
C 3.324310 5.904085 -1.602716 -0.480 0.064 -0.159 -1.24
C 1.977447 5.280879 -1.894235 0.275 -0.601 -0.494 1.17
N 0.913794 6.251229 -1.890422 -2.025 -0.161 -0.133 -0.52
C -0.387824 5.732050 -2.440825 0.371 -1.179 0.531 -1.02
C -0.919005 4.468650 -1.702537 1.023 -0.036 -1.298 -0.47
O -0.164723 3.277388 -2.041451 1.363 3.296 -0.526 -0.39
C -0.628741 2.179396 -1.385260 1.219 2.927 0.967 -1.15
H 4.223598 4.138232 -3.709114 -0.499 -0.207 0.344 0.30
H 5.822008 4.183744 -3.005039 -0.106 -0.094 0.628 0.26
H 5.057075 5.644157 -3.527449 -0.006 0.295 0.010 0.38
H 3.550993 6.764473 -2.232362 -0.038 0.156 -0.250 0.63
H 3.259117 6.255128 -0.572855 0.510 0.104 0.014 0.25
H 1.824015 4.502645 -1.146628 -0.310 0.498 -0.074 -0.96
H 2.027411 4.668558 -2.794609 0.034 0.172 -0.686 0.43
H 1.128047 7.073504 -2.436357 0.373 0.031 -0.016 0.32
H -0.323846 5.487269 -3.501058 0.321 -0.208 -0.274 0.37
H -1.206461 6.450182 -2.393502 0.337 0.445 0.414 0.46
H -1.922291 4.232076 -2.056851 -0.418 0.504 0.328 0.48
H -0.884416 4.695288 -0.636923 -0.124 -0.366 0.301 0.21
H -0.695815 2.278154 -0.301809 -0.543 0.520 0.254 0.81
H 0.060507 1.338880 -1.466275 1.561 8.564 2.610 0.60
H -1.615351 1.898532 -1.753790 5.318 3.095 -0.316 -0.93
C 0.066480 -2.633070 -0.243467 -1.355 -0.816 -0.983 0.45
O -0.861263 -2.664521 0.790742 -0.765 -0.834 0.330 -0.27
C -2.017589 -1.942940 0.439644 -2.427 0.145 0.096 0.45
C -3.137654 -1.976393 1.547294 0.900 0.811 -0.086 -2.40
N -3.909041 -3.182273 1.812029 1.725 0.414 1.331 -0.23
C -4.660727 -3.699458 0.745842 0.603 -1.285 -0.792 0.86
C -5.492746 -4.897264 1.104660 0.219 0.060 0.697 -0.81
O -4.683701 -6.122117 1.157031 -1.267 0.934 -0.529 -0.28
C -5.447247 -7.300720 1.510928 1.342 1.388 -0.113 -0.75
H 0.933295 -3.249705 -0.005764 -4.565 1.253 -0.994 -0.64
H 0.314705 -1.587230 -0.424297 -0.098 -1.654 0.015 -1.14
H -0.302447 -3.049821 -1.180652 -0.866 -0.096 -0.554 0.46
H -2.486834 -2.178554 -0.515555 0.421 -1.379 -0.392 0.63
H -1.796909 -0.883373 0.310324 -0.552 -1.604 -0.036 -0.09
H -3.822708 -1.142605 1.393661 0.364 -0.155 -0.173 0.45
H -2.617189 -1.725903 2.471673 0.081 -0.082 0.247 0.54
H -3.153662 -3.810752 2.045526 -0.338 -0.858 0.318 0.47
H -4.043232 -4.155063 -0.028245 0.695 0.178 -0.649 0.15
H -5.188603 -2.937803 0.171973 0.016 -0.607 1.613 -0.17
H -6.258655 -4.864053 0.329826 -0.327 -1.122 0.069 0.23
H -5.919805 -4.688189 2.085476 -0.364 -0.363 0.180 0.36
H -6.429745 -7.268430 1.040003 -0.062 -0.246 0.123 0.30
H -5.474386 -7.323793 2.600347 -0.534 -0.279 0.081 0.27
H -4.826699 -8.123323 1.155478 -0.357 -0.182 -0.020 0.22
C 2.007198 0.494696 1.731399 -0.380 -1.535 3.967 -1.67
O 1.905974 -0.433874 0.683172 16.626 -2.974 9.530 1.11
C 3.008713 -1.310544 0.596973 0.635 -1.592 -1.187 0.40
C 2.528619 -2.645618 0.014065 2.687 -0.597 0.694 -1.31
N 1.881899 -3.557691 1.011810 3.139 0.108 2.420 0.03
C 2.733556 -4.018869 2.126552 0.387 -0.675 -0.233 -0.66
C 1.896353 -4.793018 3.143948 -0.944 0.439 -1.131 -0.49
O 2.679557 -5.126051 4.239336 -0.067 -1.563 1.751 -0.33
C 2.073035 -6.101788 5.160819 -0.645 1.189 -0.125 -0.80
H 1.611162 0.070927 2.654263 0.324 -0.834 0.333 0.28
H 1.287714 1.293110 1.549767 1.364 -1.562 2.817 0.68
H 3.035518 0.791638 1.937483 -0.402 0.117 -0.472 0.50
H 3.615566 -1.458845 1.490201 -0.515 0.178 0.430 0.81
H 3.666063 -0.827688 -0.126108 -0.013 -0.534 0.173 -0.65
H 3.397613 -3.133855 -0.427045 0.564 -0.073 0.080 0.73
H 1.871757 -2.462061 -0.836190 1.085 -0.084 0.712 0.25
H 1.572288 -4.406888 0.561133 0.125 -0.294 -0.072 0.19
H 3.294714 -3.229752 2.627048 -0.292 0.186 -0.098 0.30
H 3.458433 -4.735540 1.740505 0.565 -0.015 0.054 0.24
H 1.462365 -5.655176 2.637545 0.294 -0.687 -0.095 0.34
H 0.986999 -4.220793 3.327622 0.009 0.503 0.798 0.38
H 2.675756 -6.345845 6.035613 0.885 0.132 -0.674 0.29
H 1.691337 -7.015393 4.705054 0.470 -0.025 -0.534 0.31
H 1.201803 -5.678909 5.661041 -0.348 0.487 -0.321 0.33
C 4.682114 0.789476 -1.360348 -0.586 0.810 0.141 -0.76
O 3.729611 1.223300 -0.367426 1.260 -0.842 -0.056 -0.42
C 2.652454 1.946001 -0.916537 -0.671 1.254 0.118 -0.79
C 1.664152 2.419482 0.188962 -0.108 0.873 -1.561 -0.82
N 2.395587 2.993326 1.255138 1.285 1.291 0.979 -0.28
C 2.875851 4.340769 0.975152 1.161 0.128 0.589 -0.60
C 3.723471 4.898793 2.179724 -1.970 0.757 -1.246 -1.19
O 4.693534 3.980462 2.560682 -0.554 -0.667 0.193 -0.26
C 5.460968 4.393138 3.651726 0.692 0.205 0.440 -0.86
H 4.172763 0.120986 -2.054463 0.139 0.043 -0.284 0.28
H 5.550601 0.258379 -0.970786 -0.401 -0.059 0.742 0.28
H 5.110835 1.652590 -1.869583 -0.248 0.163 -0.305 0.04
H 2.110577 1.377207 -1.672137 0.262 0.194 -0.307 0.54
H 3.105812 2.866016 -1.285516 -0.231 -0.032 -0.862 0.91
H 1.118732 1.579904 0.619934 -0.347 2.255 -3.914 -0.29
H 0.887363 3.096996 -0.165534 0.873 0.219 -0.243 1.12
H 3.273040 2.494574 1.217432 0.156 -0.308 0.868 0.28
H 2.024804 4.948272 0.667333 0.108 0.472 0.685 0.74
H 3.551877 4.307744 0.120747 0.058 0.038 0.077 0.32
H 3.001857 5.218845 2.931355 -0.049 -0.807 0.920 0.45
H 4.143583 5.877740 1.948960 0.570 0.091 -0.689 0.44
H 5.820213 3.557278 4.252034 -0.057 -0.383 -0.411 0.26
H 4.935417 5.013572 4.377640 -0.357 0.271 -0.227 0.35
H 6.332702 4.929896 3.277454 0.156 0.262 0.154 0.30
C -6.126383 -3.612602 -2.025361 -0.826 -1.031 -0.614 -1.23
O -5.478218 -2.566728 -1.403748 -1.407 1.761 -2.193 -0.23
C -6.371490 -1.479240 -1.254945 0.549 1.967 1.292 -0.79
C -5.659839 -0.528369 -0.283453 0.723 -0.799 1.215 -1.22
N -4.197522 -0.380374 -0.542258 -2.292 2.307 -1.286 0.28
C -4.131742 0.714510 -1.524922 2.213 0.059 -1.342 -1.35
C -2.655560 1.050704 -1.922105 -4.927 -3.854 0.717 0.96
O -1.990478 -0.057064 -2.533543 -0.972 1.205 0.254 -0.49
C -0.614415 -0.159857 -2.264841 -0.556 -3.996 -2.618 0.72
H -5.415344 -4.425907 -2.170492 -0.197 -0.005 -0.033 0.31
H -6.627856 -3.335271 -2.952571 0.567 0.248 -0.601 0.33
H -7.000502 -3.925299 -1.454188 0.099 -0.450 0.583 0.43
H -7.324025 -1.702546 -0.774426 -0.125 -0.827 0.013 0.42
H -6.646671 -0.882077 -2.124302 0.409 -0.656 -0.894 0.49
H -5.760234 -0.935512 0.722655 0.034 -0.406 0.132 0.46
H -6.166170 0.428316 -0.155114 0.154 0.191 -0.619 0.56
H -3.884357 -1.234032 -0.981914 0.092 0.021 -0.141 0.01
H -4.504291 1.665422 -1.144025 -0.191 -0.162 0.506 0.50
H -4.641811 0.571894 -2.477591 -0.585 -0.507 -0.144 0.42
H -2.150364 1.357583 -1.006299 -2.924 -2.194 1.072 -0.07
H -2.604182 1.891356 -2.614030 -1.129 0.190 -0.453 0.84
H -0.047162 -0.303836 -3.184396 -0.472 0.011 -0.720 0.41
H -0.488205 -1.070384 -1.679086 -0.456 0.316 -0.925 0.03
H -0.123230 0.667215 -1.752220 -3.146 -7.338 -4.419 -0.30
O -1.302534 0.369268 0.985248 -2.122 3.216 3.701 -0.53
H -0.912399 0.515691 1.846995 -0.208 0.168 0.483 0.44
H -0.554367 0.250712 0.400093 0.389 0.128 -1.089 -0.47
O 0.501081 0.062414 -0.270327 -7.711 5.120 -6.695 0.02
H 1.010233 -0.454127 0.354317 -4.705 -2.336 -0.449 1.04
H 0.927176 -0.092329 -1.113368 0.389 -0.340 0.640 -1.23
O 1.867483 -0.943703 -2.174100 1.249 -0.094 -0.697 -0.58
H 2.309815 -0.377546 -2.806586 0.118 0.255 -0.313 0.28
H 1.791530 -1.787601 -2.619415 -0.254 -0.301 -0.219 0.40
```
Forces are in eV/Å.

Calculated values
- ΔE to the lowest compared entry with this formula, charge and spin: 595.9 kcal per mole
- Net charge: 0
- HOMO: -7.3265 eV
- Orbital gap: 0.2740 Eh
- Maximum force: 19.39 eV Å⁻¹

=====

- The lowest net charge belongs to which entry?
  C30H81N5O13